Entry A
Molecular formula: C4H16NO3
Method: DFT, wB97M-V/def2-TZVPD

ORCA input file:
```
! wB97M-V def2-TZVPD RIJCOSX def2/J DEFGRID3
* xyz 1 1
C 2.307 2.258 0.331
C 1.818 0.983 -0.363
C 0.834 0.227 0.525
C 0.547 -1.040 0.334
N -0.537 -1.748 1.034
H 3.161 2.092 0.978
H 1.531 2.910 0.715
H 2.713 2.897 -0.451
H 2.645 0.298 -0.538
H 1.268 1.308 -1.246
H 0.502 0.799 1.383
H 0.990 -1.733 -0.360
H -0.345 -2.743 1.148
H -0.972 -1.342 1.880
H -1.325 -1.809 0.337
H -2.263 -0.172 3.370
H -1.631 1.019 2.846
O -1.430 0.097 2.946
H -1.618 -0.604 -1.597
H -3.063 -0.864 -1.173
O -2.171 -1.200 -1.038
H -1.641 -0.657 -4.152
H -0.231 -0.291 -3.544
O -1.090 -0.685 -3.365
*
```

The HOMO-LUMO gap comes out at 11.115 eV. Its LUMO energy is -2.75 eV.

***

Entry B
Molecular formula: C4H16NO3
Method: DFT, wB97M-V/def2-TZVPD

ORCA input file:
```
! wB97M-V def2-TZVPD RIJCOSX def2/J DEFGRID3
* xyz 1 1
C -0.201 -0.632 0.905
N 0.599 0.630 0.323
C 2.001 0.231 0.378
C 2.018 -1.270 -0.063
C 0.674 -1.852 0.365
H -0.107 -0.519 2.016
H -1.202 -0.576 0.397
H 0.450 1.556 0.853
H 0.199 0.771 -0.598
H 2.269 0.355 1.427
H 2.718 0.916 -0.109
H 2.434 -1.481 -1.065
H 2.851 -1.640 0.631
H 0.504 -2.607 0.979
H 0.153 -2.327 -0.378
H 1.711 -0.783 -2.742
H 1.456 0.702 -2.737
O 1.228 -0.067 -2.258
H -4.947 0.031 1.877
H -4.326 1.328 1.876
O -4.089 0.471 1.685
H -2.714 2.777 -0.878
H -1.936 1.653 -1.761
O -1.744 2.333 -1.124
*
```

The HOMO-LUMO gap comes out at 11.576 eV. Its LUMO energy is -2.85 eV.

***

Entry C
Molecular formula: C4H16NO3
Method: DFT, wB97M-V/def2-TZVPD

ORCA input file:
```
! wB97M-V def2-TZVPD RIJCOSX def2/J DEFGRID3
* xyz 1 1
C 0.096 -0.133 0.160
C 0.768 -1.470 -0.003
C 2.164 -1.343 0.390
C 3.196 -1.474 -0.442
N -1.344 -0.075 -0.256
H 0.149 0.272 1.243
H 0.508 0.743 -0.457
H 0.345 -2.403 0.558
H 0.543 -1.845 -1.073
H 2.412 -0.782 1.334
H 4.179 -1.062 -0.625
H 2.916 -1.919 -1.527
H -1.530 -0.624 -1.109
H -1.915 -0.461 0.452
H -1.623 0.957 -0.372
H -1.033 2.511 1.258
H -2.149 3.431 0.741
O -1.791 2.481 0.629
H -0.124 2.522 3.476
H 0.751 2.692 2.174
O -0.043 2.233 2.553
H -2.685 -1.989 -2.831
H -1.725 -1.001 -3.525
O -2.064 -1.260 -2.750
*
```

The HOMO-LUMO gap comes out at 10.125 eV. Its LUMO energy is -2.73 eV.

***

Result of the stability comparison: entry A is the most stable of them.